# 1
# C6H11IOSi

A structure of composition C6H11IOSi in a non-equilibrium geometry (wB97M-V/def2-TZVPD, OMol25).

E = -24421.75811 eV
LUMO energy = 0.30 eV
Gap between HOMO and LUMO = 8.6876 eV
Total charge = 0
E_HOMO = -8.3885 eV

Structure (XYZ):
```
20
Properties=species:S:1:pos:R:3:forces:R:3
C -2.0114 -2.3082 -0.0819 0.360 -0.988 -3.305
C -2.8377 -1.0442 0.1028 0.904 1.259 -0.658
C -3.1713 -1.5102 1.3090 -0.575 0.457 -1.692
C 1.4216 -1.1508 -0.1613 0.135 -0.127 1.859
C 0.2636 0.9632 1.7586 -0.969 -0.498 -1.075
C 1.1486 1.9142 -1.2554 0.555 -0.454 2.805
O -2.5135 -2.6822 1.1741 0.665 -2.274 2.526
Si 1.2475 0.5055 0.1581 -1.914 1.850 -0.733
I -3.0375 0.7462 -0.9358 0.011 -0.510 0.278
H -2.4622 -3.0473 -0.8694 0.678 1.405 1.241
H -3.9250 -1.3228 2.0307 -0.137 0.141 0.842
H -0.8663 -2.3444 -0.2504 -1.900 0.524 0.785
H 2.0129 -1.4339 -0.9775 0.618 -0.699 -1.232
H 1.4025 -1.8673 0.6938 -0.092 0.515 -0.815
H 0.9704 1.1400 2.5272 0.677 -0.013 1.044
H -0.4303 1.8334 1.7822 0.538 -0.532 -0.539
H -0.3532 0.0526 1.9957 0.686 0.781 -0.094
H 1.4142 1.6692 -2.2340 0.033 -0.978 -1.574
H 0.1808 2.3698 -1.1737 -0.793 -0.132 -0.191
H 1.8067 2.7418 -1.0403 0.521 0.273 0.526
```
Forces are in eV/Å.



# 2
# C27H29AuBrGe2N2O2

A structure of composition C27H29AuBrGe2N2O2 in a non-equilibrium geometry (wB97M-V/def2-TZVPD, OMol25).

E = -222308.64607 eV
LUMO energy (alpha / beta) = 0.02 / -1.86 eV
Gap between HOMO and LUMO (alpha / beta) = 7.5071 / 6.5681 eV
<S²> = 0.7581
Total charge = 0
Spin multiplicity = 2
E_HOMO (alpha / beta) = -7.4838 / -8.4231 eV

Structure (XYZ):
```
64
Properties=species:S:1:pos:R:3:forces:R:3
Au 0.6167 1.6258 -0.5832 -1.371 -2.293 2.333
C -4.0833 2.2180 0.1736 -0.732 -1.558 -0.706
Ge -3.3168 0.4336 0.6992 0.792 0.268 0.242
C -2.7777 0.5572 2.6227 -1.077 -0.839 -0.139
C -4.7670 -0.9366 0.4255 0.419 -0.836 -0.333
Ge -1.2471 0.0229 -0.6835 -0.157 -0.704 0.336
C -0.2953 -1.6826 -0.2535 0.337 0.651 1.033
C -0.2325 -2.1642 1.0770 -2.324 1.620 -1.212
C 0.2690 -3.3555 1.3980 2.134 -2.091 1.210
C 1.0549 -4.0398 0.4505 -0.344 -0.306 0.614
C 1.0988 -3.5302 -0.8132 0.387 0.421 -0.681
C 0.4462 -2.3680 -1.1974 -0.166 0.781 0.299
C -1.6859 -0.4747 -2.5238 0.724 1.642 -0.061
C -1.4870 0.3052 -3.6785 -0.319 0.983 -0.987
C -1.6751 -0.2121 -4.9800 0.376 0.412 0.945
C -2.0590 -1.5436 -5.1333 -0.759 1.447 -1.123
C -2.3271 -2.2209 -3.9735 0.487 -1.770 -0.174
C -2.0556 -1.7773 -2.6696 -0.311 -1.266 -1.935
H -3.4197 2.8376 -0.4376 -0.150 -0.138 0.259
H -4.5851 2.7852 0.9706 0.315 -0.273 -0.224
H -4.8614 1.7404 -0.4866 0.359 1.162 0.295
H -3.5797 1.2075 3.0443 0.651 -0.658 0.170
H -1.8068 0.9947 2.7849 0.258 0.411 -0.280
H -2.7374 -0.4607 3.0903 -0.393 0.887 -0.238
H -5.6013 -0.6296 1.0179 -0.633 0.430 0.630
H -4.5500 -1.9750 0.7671 0.333 0.799 -0.129
H -5.1908 -1.0634 -0.5864 0.600 0.399 0.156
H -0.7672 -1.6217 1.8302 -0.146 0.332 0.320
H 0.2253 -3.6810 2.4506 0.033 -0.011 -0.640
H 1.6668 -4.9199 0.6720 -0.499 0.237 0.156
H 1.7236 -3.9732 -1.5391 0.655 -0.687 -0.687
H 0.5820 -1.9075 -2.1785 -0.100 -0.577 0.053
H -1.2131 1.4008 -3.6520 -0.208 -1.345 0.406
H -1.5007 0.4486 -5.8221 0.020 -0.130 -0.026
H -2.2827 -1.9523 -6.1664 0.437 0.312 1.537
H -2.5669 -3.2443 -4.1928 -0.364 -0.608 0.665
H -1.9429 -2.5380 -1.9026 -0.687 0.378 0.139
N 4.1289 1.6745 -0.7141 -0.352 0.318 -1.069
C 3.4644 2.2908 -1.7414 -2.798 0.548 2.833
C 4.0845 2.6883 -2.9145 -0.104 -1.042 -0.119
C 3.4175 3.4436 -3.8175 -1.917 1.080 -0.512
C 2.1538 3.9821 -3.4232 -0.667 0.516 -0.786
C 1.4555 3.4212 -2.3475 0.452 2.727 -0.707
N 2.0629 2.6264 -1.4950 4.855 -0.760 -1.081
H 5.1506 1.7140 -0.8023 -0.962 -0.329 0.494
H 3.6322 1.4298 0.1673 0.450 0.441 -0.531
H 5.0056 2.2211 -3.1608 0.812 -0.174 -0.108
H 3.7716 3.5663 -4.8606 0.050 0.396 1.010
H 1.7138 4.8739 -3.9217 0.221 -1.191 -0.048
H 0.4352 3.7662 -1.9846 1.335 -0.326 -1.086
Br 4.9363 -0.5942 5.9338 0.164 -0.321 0.652
C 3.1390 -0.4914 5.3743 0.264 -0.337 -0.886
C 2.0285 -0.7791 6.1474 0.242 0.858 -0.396
C 0.7830 -0.6094 5.5832 -0.709 -0.099 -0.123
C 0.5609 -0.1521 4.2835 1.608 -0.611 -0.527
C 1.7000 0.1764 3.5034 1.010 -1.772 3.203
C 3.0163 -0.1421 4.0532 -2.082 0.897 -1.662
C 1.6337 0.8268 2.2209 -0.378 0.531 -3.119
O 0.5767 0.5575 1.4984 0.652 0.702 0.670
O 2.5786 1.5508 1.8511 -0.399 -0.450 0.019
H 2.1388 -1.0560 7.1629 0.049 -0.317 0.806
H -0.0850 -0.8389 6.1789 -0.141 -0.169 0.172
H -0.4235 -0.2940 3.8413 0.193 0.838 0.108
H 3.8721 -0.1575 3.3629 -0.425 0.565 0.573
```
Forces are in eV/Å.